1.
Formula: C3H2CuLiO3
Source: OMol25
Level of theory: ωB97M-V with the def2-TZVPD basis set

```
10
Properties=species:S:1:pos:R:3:forces:R:3:nbo_charge:R:1
C -1.48740 0.47253 -0.30807 -1.184 0.462 0.925 0.64
C -0.17864 -0.15215 -0.00145 -0.761 -0.758 -2.100 -0.25
O 0.78374 0.82213 0.33040 2.136 1.317 -0.144 -0.44
C 2.07287 0.50173 0.18158 -3.960 -2.475 -0.152 0.51
O 2.37165 -0.68098 -0.10105 0.083 1.244 -0.144 -0.54
O -2.56589 -0.03294 -0.21478 0.640 0.335 -0.189 -0.63
Cu 3.83040 0.28082 0.68601 2.060 0.389 0.557 1.17
H -0.27918 -0.93529 0.76379 0.309 -0.025 -0.453 0.27
H -0.09378 -0.47586 -1.11828 0.795 -0.454 1.741 0.28
Li -4.45377 0.20001 -0.21816 -0.117 -0.035 -0.041 0.99
```
Positions in Å, forces in eV/Å.

Output
- F_max (eV Å⁻¹) = 4.67
- orbital gap (alpha / beta) (eV) = 8.270 / 9.671
- ΔE to the lowest compared entry with this formula, charge and spin (kcal/mol) = 0.0
- electronic energy (eV) = -54109.352
- charge = +2
- multiplicity = 3
- LUMO (alpha / beta) (eV) = -8.663 / -10.648

=====

2.
Formula: C2H8O3PS
Source: OMol25
Level of theory: ωB97M-V with the def2-TZVPD basis set

```
15
Properties=species:S:1:pos:R:3:forces:R:3:nbo_charge:R:1
C 1.15621 0.81278 -2.14929 -0.329 0.975 2.302 -0.25
C -2.51914 0.90682 2.31803 1.306 -1.295 0.442 -0.82
O -0.05205 -1.42118 -1.00485 -0.670 -1.212 0.911 -0.98
O 2.03352 -2.01319 0.32578 -0.064 0.462 0.072 -0.98
O 1.93848 -0.00701 -1.21913 -0.610 -0.394 1.279 -0.78
P 1.09079 -0.79420 -0.08575 1.073 0.130 -1.442 1.92
S -0.72189 1.07822 2.28633 0.257 0.244 0.440 0.38
H 1.83873 1.53317 -2.57383 -0.053 0.560 0.431 0.23
H 0.26450 1.21018 -1.54850 1.273 -0.045 -1.386 0.19
H 0.87225 0.19470 -2.92938 -0.995 -1.282 -1.378 0.21
H -2.55518 -0.15261 1.94931 -1.314 1.354 -0.254 0.26
H -2.81386 1.79381 1.77401 -0.596 -0.332 -1.073 0.28
H -3.03245 1.02542 3.28238 0.722 -0.223 0.109 0.27
H -0.50220 -2.23032 -0.64164 0.447 0.969 -0.466 0.54
H 3.00229 -1.93660 0.21654 -0.447 0.091 0.013 0.55
```
Positions in Å, forces in eV/Å.

Output
- F_max (eV Å⁻¹) = 2.52
- orbital gap (alpha / beta) (eV) = 10.935 / 5.509
- ΔE to the lowest compared entry with this formula, charge and spin (kcal/mol) = 0.0
- electronic energy (eV) = -28461.550
- charge = +1
- multiplicity = 3
- LUMO (alpha / beta) (eV) = -3.025 / -7.542

=====

3.
Formula: C42H37F9N3O2PPt
Source: OMol25
Level of theory: ωB97M-V with the def2-TZVPD basis set

```
95
Properties=species:S:1:pos:R:3:forces:R:3:mulliken_charge:R:1
Pt 0.52366 1.30942 0.08085 -0.344 -0.203 -0.048 2.98
C 3.38220 0.43389 0.55890 -0.007 0.020 -0.022 -1.50
N 2.59833 1.69446 0.48035 0.243 0.005 0.070 0.29
C 2.72072 2.37978 1.82208 0.005 0.014 -0.071 -1.58
C 2.41304 1.52932 3.04630 -0.008 -0.024 0.016 -1.05
C 1.03321 0.85267 3.02315 0.016 0.066 0.057 -0.24
N 0.17478 1.54132 2.07167 -0.201 0.197 -0.019 -0.11
C -0.65321 2.44510 2.49468 0.138 -0.143 0.036 -0.12
C -1.30113 3.45701 1.73577 -0.029 0.038 0.175 0.44
C -2.35198 4.17818 2.34883 0.020 -0.078 -0.002 -0.68
C -2.92468 5.25465 1.72845 0.051 0.011 -0.089 -0.96
C -2.41515 5.66158 0.48643 -0.020 -0.007 0.045 -0.57
C -1.37145 4.99512 -0.11813 -0.053 0.018 -0.060 -0.89
C -0.79944 3.87165 0.48701 -0.055 0.089 -0.149 0.37
O 0.23410 3.30373 -0.12626 0.308 0.012 0.126 -0.28
C 3.33099 2.60334 -0.51233 -0.039 -0.033 0.087 -0.76
C 2.66597 2.86757 -1.84263 -0.042 -0.117 -0.050 -0.99
C 2.10918 1.60189 -2.47902 -0.066 0.008 0.009 -1.03
N 0.76719 1.35812 -1.94172 -0.010 -0.051 -0.005 0.29
C -0.23756 1.46451 -2.74202 0.103 -0.040 -0.006 -0.40
C -1.63015 1.41169 -2.45039 -0.024 0.030 -0.046 0.64
C -2.50794 1.51750 -3.55333 0.043 -0.016 -0.003 -0.98
C -3.86649 1.46945 -3.39191 -0.011 0.005 0.030 -0.94
C -4.38154 1.33050 -2.09807 0.002 0.002 -0.002 -0.72
C -3.55067 1.22725 -1.00264 -0.048 -0.019 0.043 -0.46
C -2.16261 1.25361 -1.16007 0.021 -0.034 0.054 -0.28
O -1.44393 1.08812 -0.04818 0.027 -0.030 -0.081 0.97
H 4.41025 0.66499 0.84420 -0.002 -0.002 0.006 0.51
H 3.38541 -0.06028 -0.40819 0.016 -0.005 0.000 0.43
H 2.95216 -0.23594 1.29314 0.003 -0.008 -0.016 0.21
H 2.08431 3.26257 1.77516 0.001 0.005 -0.012 0.46
H 3.75438 2.72058 1.90161 0.007 -0.005 0.024 0.70
H 2.47136 2.21076 3.89665 -0.012 0.031 -0.015 0.39
H 3.19347 0.78550 3.20870 -0.030 -0.005 0.030 0.39
H 0.57274 0.88307 4.01191 0.019 -0.044 0.004 0.93
H 1.11169 -0.19017 2.73018 -0.019 -0.051 -0.055 -0.76
H -0.83882 2.45318 3.56972 0.035 -0.010 -0.003 0.50
H -2.70021 3.85918 3.32447 0.002 0.007 -0.001 0.47
H -3.73673 5.79498 2.19225 0.000 0.001 0.000 0.46
H -2.84420 6.52340 -0.00845 0.001 -0.001 0.003 0.46
H -0.97514 5.32341 -1.06972 -0.005 0.001 0.004 0.53
H 4.28884 2.11492 -0.69236 0.035 0.067 0.045 0.39
H 3.53912 3.54562 -0.01208 -0.109 0.028 -0.005 0.49
H 3.41975 3.32106 -2.48766 0.027 -0.078 -0.018 0.55
H 1.85705 3.58401 -1.73887 -0.036 0.091 -0.006 0.23
H 2.74566 0.73603 -2.27811 0.001 -0.001 -0.011 0.10
H 2.03869 1.70344 -3.56180 -0.025 0.024 0.003 0.90
H 0.00592 1.60923 -3.79351 0.002 0.021 0.001 0.37
H -2.08240 1.63468 -4.54340 0.001 -0.001 0.004 0.50
H -4.52731 1.54593 -4.24299 -0.002 0.000 0.002 0.52
H -5.45340 1.30598 -1.94873 0.001 0.000 0.001 0.48
H -3.95235 1.12253 -0.00312 0.001 -0.009 -0.004 0.57
F 4.74195 -5.96679 1.29697 -0.003 -0.001 0.001 -0.23
C 5.04949 -4.68030 1.49459 -0.005 0.005 -0.002 0.82
F 6.10762 -4.38857 0.72837 0.010 0.005 -0.015 -0.25
F 5.40894 -4.53083 2.77296 -0.004 0.003 0.013 -0.26
C 3.87365 -3.79451 1.14508 0.010 -0.018 -0.007 0.10
C 3.62019 -3.49927 -0.18557 0.018 -0.005 0.010 -1.24
C 2.53284 -2.70994 -0.52416 0.004 -0.013 0.017 -0.29
C 1.68364 -2.21538 0.46459 0.042 0.039 -0.063 0.39
C 1.93418 -2.54784 1.79953 0.019 -0.025 -0.037 -0.45
C 3.02611 -3.32987 2.13898 -0.026 0.020 0.011 -1.07
P 0.27054 -1.12165 0.09664 -0.038 0.104 0.014 1.98
C -0.40458 -1.56356 -1.53147 0.008 0.000 -0.010 0.89
C 0.37470 -1.54486 -2.68894 -0.021 0.048 -0.016 -0.47
C -0.18811 -1.81886 -3.92400 -0.012 0.021 0.007 -1.32
C -1.54584 -2.08976 -4.01243 0.003 -0.006 -0.016 0.37
C -2.33337 -2.11440 -2.87297 -0.008 0.017 -0.006 -1.45
C -1.76613 -1.85245 -1.63737 0.003 -0.014 0.023 -0.54
C -2.19257 -2.35637 -5.35295 0.002 0.015 0.003 0.81
F -3.33241 -1.65737 -5.46965 -0.008 0.002 0.005 -0.23
F -2.49163 -3.64999 -5.49376 -0.001 -0.014 0.006 -0.25
F -1.39146 -2.00118 -6.36402 0.014 -0.002 -0.004 -0.28
C -0.97273 -1.75467 1.26821 0.069 -0.088 0.037 -0.31
C -1.08503 -3.15356 1.28563 -0.011 0.007 -0.003 -0.06
C -1.99876 -3.77258 2.11364 0.000 0.002 0.008 -1.10
C -2.80230 -3.00292 2.94808 -0.008 -0.005 0.003 0.24
C -2.70800 -1.62474 2.93418 -0.004 0.023 -0.010 -1.05
C -1.80054 -0.99854 2.08694 -0.015 -0.007 -0.068 -0.37
C -3.80134 -3.70464 3.84063 -0.003 -0.001 -0.006 0.66
F -4.77038 -4.26558 3.10525 0.000 0.001 -0.006 -0.24
F -3.20756 -4.67713 4.54186 0.013 -0.009 0.005 -0.24
F -4.37377 -2.86008 4.70346 -0.002 0.012 0.003 -0.27
H 4.26860 -3.88825 -0.95942 0.005 0.000 0.000 0.50
H 2.35094 -2.51611 -1.56935 0.022 -0.031 0.048 0.37
H 1.25898 -2.23721 2.58539 -0.016 0.008 0.001 0.24
H 3.21016 -3.58648 3.17331 0.001 -0.004 0.000 0.55
H 1.42179 -1.27727 -2.65327 -0.025 0.028 -0.021 0.08
H 0.42172 -1.80611 -4.81702 -0.001 0.003 -0.001 0.56
H -3.39240 -2.32350 -2.94771 -0.003 0.002 -0.003 0.52
H -2.39853 -1.86065 -0.76072 0.006 -0.001 0.006 0.42
H -0.46138 -3.76607 0.64607 -0.001 0.009 0.003 0.63
H -2.08435 -4.85139 2.11789 -0.002 0.002 0.004 0.48
H -3.34763 -1.03359 3.57479 -0.001 -0.001 -0.003 0.59
H -1.78098 0.07479 2.04501 0.036 0.097 -0.011 0.55
```
Positions in Å, forces in eV/Å.

Output
- F_max (eV Å⁻¹) = 0.40
- orbital gap (eV) = 7.161
- electronic energy (eV) = -89701.689
- charge = +2
- LUMO (eV) = -6.549

=====

4.
Formula: C10H18ClIN2OPPr
Source: OMol25
Level of theory: ωB97M-V with the def2-TZVPD basis set

```
35
Properties=species:S:1:pos:R:3:forces:R:3:nbo_charge:R:1
C -1.66690 0.31395 0.90041 0.813 0.944 1.460 -0.77
I 1.19138 -1.66653 -2.62008 -0.021 0.656 1.032 -0.22
H -0.90953 1.11689 1.08780 -0.503 -0.461 -0.080 0.28
H -1.68367 -0.37603 1.76192 -0.091 -0.054 -0.439 0.33
H -2.64209 0.82970 0.86675 0.144 -0.222 -0.297 0.36
Pr 1.13997 -0.15026 0.06052 2.256 -0.518 0.443 1.04
P -0.53801 1.59219 -1.77021 -1.284 1.215 -2.309 1.02
C -1.74628 1.12883 -3.04430 -0.237 -0.380 0.224 -0.95
C -1.21176 3.22188 -1.26121 -0.178 -0.303 1.183 -0.93
H 1.62635 2.65672 -2.25814 -0.209 -0.055 -0.227 0.27
H 0.36763 3.06681 -3.46195 -0.090 -0.364 0.346 0.28
H 1.18587 1.46389 -3.51590 -0.090 0.172 0.153 0.28
C 0.79777 2.25085 -2.85940 1.207 -0.660 0.361 -0.89
H -0.57950 3.65139 -0.47176 -0.278 0.027 -0.178 0.27
H -1.19459 3.88022 -2.13951 0.001 -0.316 0.173 0.28
H -1.82592 1.95772 -3.76488 0.085 -0.344 0.221 0.28
H -2.72750 0.97619 -2.57381 0.158 -0.039 -0.280 0.25
H -2.24879 3.11906 -0.90980 0.321 0.148 -0.010 0.26
H -1.41085 0.20489 -3.53121 -0.202 0.217 -0.029 0.28
C -1.47614 -0.38271 -0.38827 -4.281 -2.884 -1.754 0.66
O -2.03113 -1.30661 -0.88632 2.927 3.674 1.206 -0.24
Cl 1.72484 2.04686 1.36824 -0.404 -0.757 -0.683 -0.41
N 1.26360 -0.37551 3.93461 -0.048 0.087 0.153 -0.76
C 1.17631 -1.60137 3.38204 0.278 0.385 -0.560 0.43
C 1.30484 -2.77845 4.15256 -0.285 -0.341 -0.526 -0.26
C 1.18814 -4.01114 3.51907 0.330 1.004 0.640 -0.08
C 0.94293 -4.03824 2.14403 -0.429 0.212 -1.411 -0.26
C 0.80929 -2.84923 1.43639 0.439 -0.745 1.047 0.04
N 0.98861 -1.63256 2.02773 -0.455 -0.139 0.011 -0.66
H 1.30698 0.46125 3.35567 0.062 -0.352 0.420 0.42
H 1.43978 -0.30232 4.92664 0.031 0.189 -0.228 0.43
H 1.48237 -2.66088 5.21820 -0.012 -0.229 -0.181 0.25
H 1.31547 -4.93436 4.08563 -0.096 0.261 -0.190 0.26
H 0.84667 -4.97892 1.60577 -0.036 0.211 0.180 0.26
H 0.57284 -2.83774 0.36383 0.179 -0.239 0.131 0.21
```
Positions in Å, forces in eV/Å.

Output
- F_max (eV Å⁻¹) = 5.45
- orbital gap (alpha / beta) (eV) = 4.667 / 4.722
- ΔE to the lowest compared entry with this formula, charge and spin (kcal/mol) = 38.8
- electronic energy (eV) = -59656.008
- charge = +2
- multiplicity = 3
- LUMO (alpha / beta) (eV) = -10.270 / -10.218

=====

5.
Formula: C19H20Co2NO6
Source: OMol25
Level of theory: ωB97M-V with the def2-TZVPD basis set

```
48
Properties=species:S:1:pos:R:3:forces:R:3:nbo_charge:R:1
C 2.70367 -2.90526 -2.76413 -0.170 0.069 -0.044 -0.40
C 1.29410 -2.41404 -2.47284 -0.022 -0.028 0.140 -0.41
C 1.25614 -0.98098 -1.96531 -0.137 0.112 -0.219 -0.24
N 2.23995 -0.67049 -0.91664 0.068 -2.317 -0.455 -0.38
C 2.10968 0.43156 -0.20952 -0.810 2.789 0.204 0.28
C 0.87928 1.35043 -0.25196 3.897 1.012 -0.325 -0.26
C 1.41327 2.59115 0.54866 0.161 0.171 -0.891 -0.40
C 2.67808 2.21107 1.33434 -0.070 -0.257 0.134 -0.40
C 3.18704 0.90088 0.70162 0.320 0.324 0.427 -0.46
C 3.56639 -1.32399 -0.95071 -0.044 0.194 -0.240 -0.22
C 3.58848 -2.73061 -1.54084 -0.100 -0.121 0.202 -0.41
H 2.66396 -3.96018 -3.04812 0.126 0.071 -0.071 0.21
H 3.11551 -2.34320 -3.60998 0.021 -0.027 0.017 0.19
H 0.67559 -2.44570 -3.37621 0.053 -0.053 0.109 0.22
H 0.81036 -3.06502 -1.73265 0.145 0.048 -0.075 0.21
H 1.40451 -0.27608 -2.80445 0.105 -0.093 -0.006 0.17
H 0.23958 -0.82010 -1.59131 0.630 0.131 -0.036 0.25
H 0.72197 1.69070 -1.29264 -0.034 -0.104 0.454 0.22
H 1.73923 3.27836 -0.24828 -0.204 0.101 0.379 0.20
H 0.66928 3.11308 1.15714 -0.185 -0.330 -0.104 0.24
H 3.44088 2.99493 1.26507 -0.171 -0.083 -0.024 0.20
H 2.50172 2.06859 2.40799 -0.207 -0.035 -0.231 0.20
H 3.42995 0.17627 1.49940 -0.043 -0.141 -0.049 0.19
H 4.15029 1.07964 0.18466 -0.364 -0.197 0.010 0.21
H 4.25116 -0.69087 -1.54378 -0.096 0.029 0.023 0.17
H 3.98459 -1.38081 0.06553 -0.306 0.214 -0.365 0.22
H 3.29519 -3.44590 -0.76507 -0.091 0.019 -0.091 0.20
H 4.62660 -2.95355 -1.79961 0.004 -0.033 0.086 0.21
O -2.86600 -2.21247 3.83046 -0.463 -0.047 -0.283 -0.57
C -3.31516 -1.42449 3.11755 1.630 0.412 0.573 0.51
Co -4.09805 -0.27061 2.03782 -1.167 -1.428 -0.176 -0.13
C -4.18837 -1.22251 0.56015 0.109 -0.772 -1.810 0.48
O -4.31553 -1.86794 -0.39177 0.089 0.507 0.919 -0.56
C -5.55928 -0.68975 2.87492 -1.192 0.877 0.698 0.52
O -6.53619 -1.00930 3.40271 0.547 -0.110 -0.370 -0.56
C -2.17164 0.94857 2.03633 2.162 -0.224 1.606 -0.43
C -1.44858 1.22493 0.94572 1.827 -1.338 0.744 -0.10
C -0.34148 0.63069 0.17348 -3.600 -2.087 1.133 -0.52
Co -3.18693 1.73710 0.81332 -3.473 1.596 -2.037 -0.10
C -3.46566 1.49746 -0.90281 -0.102 -0.578 -0.859 0.51
O -3.67859 1.33414 -2.02516 0.149 0.213 0.277 -0.57
C -3.50615 3.46000 0.87357 -0.796 1.295 1.034 0.51
O -3.92804 4.53936 0.89934 0.462 -0.589 -0.312 -0.57
C -5.02261 1.29462 1.29579 0.624 0.837 0.088 0.38
O -6.11136 1.71174 1.15798 0.150 -0.409 0.070 -0.60
H -1.95230 0.81764 3.09419 0.137 0.149 -0.291 0.20
H -0.84664 0.34254 -0.76549 0.225 -0.147 0.313 0.21
H -0.09792 -0.32156 0.69153 0.205 0.380 -0.274 0.20
```
Positions in Å, forces in eV/Å.

Output
- F_max (eV Å⁻¹) = 4.33
- orbital gap (eV) = 3.089
- electronic energy (eV) = -109051.054
- charge = -1
- LUMO (eV) = 1.923

=====

Q: The lowest F_max belongs to which entry?
A: C42H37F9N3O2PPt